Molecular formula: C3H8NS
Method: DFT, wB97M-V/def2-TZVPD

Properties
* M: 90.171 g/mol
* highest occupied orbital energy: -3.0 eV
* energy relative to the best compared isomer or geometry (same formula, charge and spin): 5.4 kcal/mol
* energy: -15566.810 eV
* F_max: 1.39 eV/A
* charge: -1
* Kohn-Sham gap: 7.2 eV

Geometry as XYZ:
```
13
C3H8NS, DFT wB97M-V/def2-TZVPD
C -0.50908 0.90741 -0.61755
C 0.45331 -0.28357 -0.57796
C 0.95556 -0.81801 -1.71225
N 0.62629 -0.75656 0.72259
H -0.11621 1.75797 -0.05505
H -1.45043 0.61158 -0.16338
H -0.67759 1.24172 -1.64733
H 1.69993 -1.64196 -1.68619
H 0.87187 -0.27117 -2.62392
H 0.08481 -0.25209 1.49131
H 1.10633 -1.64416 0.86354
S -1.39146 0.91317 2.44951
H -1.65333 0.23567 3.55669
```